1.
Density functional theory data (the ωB97M-V functional and the def2-TZVPD basis) for C30H42Br2N2P2Ti as an isolated structure.

Computed properties:
**⟨S²⟩**: 2.022
**Total charge**: +2
**Orbital gap (spin up / spin down)**: 6.863 / 7.032 eV
**Multiplicity**: 3

CARTESIAN COORDINATES (ANGSTROEM)
1 H 0.69992 1.02327 -1.50329
2 C -1.11504 1.48447 1.59906
3 H -0.42561 0.49192 6.46167
4 H 2.98105 4.74148 -4.47166
5 C -3.57519 2.55404 0.80594
6 H 3.06116 1.61415 -1.48160
7 P 1.21758 -0.38359 0.33567
8 H 1.90821 0.76701 2.31011
9 C 2.78548 0.63426 -1.88600
10 H 4.82665 6.18812 -1.11185
11 C 3.78561 0.51078 1.30977
12 C 2.28466 0.77092 1.28183
13 C -0.72761 -2.51193 -2.26473
14 H -0.49710 -1.81184 -3.07783
15 C -0.37888 -0.27128 5.66933
16 H 3.25951 5.03574 0.40848
17 C 2.98453 4.76146 -3.38288
18 Br 0.18643 -4.31242 5.18790
19 H 2.04427 1.77201 0.90144
20 H 4.03310 -0.46212 1.75291
21 C -1.21602 -3.83112 -2.86156
22 H 1.02380 -0.61651 -2.04622
23 H -2.08496 -3.70090 -3.51947
24 C -3.28130 -1.05647 -3.46635
25 C 0.11304 3.29316 0.36581
26 H -0.22196 1.17743 2.13817
27 H -0.41704 -4.28220 -3.46692
28 C 1.96543 -2.07142 0.42203
29 H -0.80968 1.20349 4.11441
30 H -2.33280 -3.88152 -0.26483
31 C -4.25085 -3.19075 -0.98582
32 H -4.14965 -3.66896 -1.96787
33 H -0.29764 -2.68830 2.68702
34 C -1.13395 2.75561 0.89302
35 C -2.85900 -0.55261 -2.09102
36 H 4.26031 1.27686 1.93514
37 H 3.52143 -3.40263 -0.16876
38 C -3.44321 1.23411 1.22949
39 C 4.03020 5.57421 -1.50816
40 C -0.06220 -2.49205 4.86718
41 H -2.45900 4.35000 0.33615
42 N -0.57411 -0.73357 3.33579
43 H 1.18054 -2.77146 0.09376
44 H -0.05395 -1.96669 6.96651
45 H 0.21637 -2.68740 -1.73402
46 H -3.73420 -0.27566 -1.48729
47 H 2.75338 0.73617 -2.97824
48 H 3.15765 -2.21509 -1.42514
49 P -1.83027 -1.66016 -1.08753
50 H -4.83586 -2.27661 -1.11885
51 Ti -1.31191 -0.58917 1.30940
52 H -3.08524 -2.64063 0.73801
53 H -2.51256 0.00661 2.76036
54 C 3.15068 4.89154 -0.65790
55 C -2.40166 3.31447 0.67232
56 H -1.48720 -4.56300 -2.09500
57 H -4.53164 3.04402 0.67915
58 H 2.10929 -2.26832 1.49707
59 H -2.27683 0.37202 -2.20421
60 H -3.87844 -0.29321 -3.98306
61 H 4.24519 0.57753 0.31910
62 C -2.89663 -2.93764 -0.30936
63 C 1.40750 0.18915 -1.40447
64 H -2.42235 -1.27158 -4.10869
65 C -0.59858 0.15728 4.37064
66 C 2.10315 4.13619 -1.20786
67 C 3.26144 -2.34894 -0.34002
68 H 3.57533 -0.08937 -1.65800
69 H -4.86287 -3.85679 -0.36062
70 H 4.10061 -1.74712 0.03251
71 N 3.93380 5.50439 -2.83127
72 H 1.27616 3.51359 -3.14894
73 C 1.05835 3.61881 -0.34067
74 H -3.89127 -1.96483 -3.42056
75 C -0.28992 -2.04916 3.55743
76 Br -4.82262 -0.17860 0.73384
77 C -0.14481 -1.60233 5.94183
78 C 2.05748 4.05215 -2.61512
79 C -2.37763 0.84748 2.02336

=====

2.
Density functional theory data (the ωB97M-V functional and the def2-TZVPD basis) for a 2-piece molecular cluster, C4H7NO overall.

Computed properties:
**ΔE to the lowest compared entry with this formula, charge and spin**: 84.4 kcal/mol
**Orbital gap**: 8.529 eV

CARTESIAN COORDINATES (ANGSTROEM)
1 H -0.74828 -0.92715 -0.82654
2 O 1.73356 -1.19606 -0.42506
3 C 1.29921 -0.08912 -0.29654
4 H 0.92338 1.59075 0.85310
5 H -2.18581 -1.88690 -0.17475
6 H -0.22084 -0.74957 1.88865
7 C 1.00940 1.16002 -0.10885
8 C -1.01482 -1.23264 1.35159
9 N 0.50896 1.96702 -1.12981
10 H 0.93528 2.85301 -1.14979
11 H -1.56012 -1.81649 2.06910
12 C -1.34135 -1.30877 0.04175
13 H 0.66144 1.63591 -2.09285

=====

3.
Density functional theory data (the ωB97M-V functional and the def2-TZVPD basis) for a 14-piece molecular cluster, C28H84O17 overall.

Computed properties:
**ΔE to the lowest compared entry with this formula, charge and spin**: 107.6 kcal/mol
**Orbital gap**: 10.139 eV

CARTESIAN COORDINATES (ANGSTROEM)
1 C 23.11213 9.56003 12.60188
2 H 16.53717 18.34889 19.54720
3 C 16.75598 9.62380 18.18680
4 H 19.68034 12.46743 5.35658
5 C 26.61041 24.65301 15.81759
6 C 16.78421 17.00885 22.47838
7 H 24.10787 15.78192 8.16941
8 C 18.89987 25.21652 10.79046
9 H 24.93476 16.62183 18.66616
10 C 17.97243 10.59082 18.22134
11 H 25.72726 17.74580 8.59995
12 H 16.51304 16.00631 22.14751
13 O 11.06742 20.52830 17.59656
14 H 10.30439 21.91963 14.72515
15 O 18.27986 26.36821 11.27689
16 H 26.12534 24.43730 14.86560
17 H 24.52028 18.37035 9.75762
18 O 13.65123 11.36914 9.93329
19 H 17.35507 9.15187 5.34005
20 H 27.60678 22.92743 16.58627
21 C 11.30670 21.02807 16.28420
22 O 25.28996 10.09870 11.68422
23 C 18.16258 17.23928 13.63577
24 H 26.22201 25.95472 17.17712
25 H 20.22940 25.80511 19.07297
26 H 19.46196 25.66936 9.97372
27 H 27.06996 15.77878 17.68186
28 H 25.03912 14.89869 18.88649
29 C 17.84430 24.21129 10.19888
30 H 19.92885 26.34479 17.38839
31 H 22.63343 8.95929 13.37521
32 H 19.59277 24.75930 11.49682
33 H 11.64959 20.87936 8.40178
34 H 9.19092 13.13959 16.25302
35 C 25.02263 15.67925 18.12587
36 H 25.80410 21.74058 16.27580
37 C 13.32470 10.58859 11.10987
38 C 18.12702 25.91435 18.51510
39 H 9.42931 20.46267 15.16213
40 H 18.16886 17.30412 20.90990
41 H 18.91406 16.64390 13.11723
42 H 12.92826 11.28986 9.30669
43 O 25.50788 22.61699 16.53222
44 H 19.40713 18.95183 13.20270
45 H 18.42680 10.49478 19.20746
46 H 15.37050 9.14365 10.05796
47 H 17.55019 16.89428 23.24534
48 C 11.07545 19.15015 7.17775
49 H 19.01592 26.91161 11.56762
50 H 18.32046 23.28688 9.87203
51 H 26.23741 10.05192 11.83168
52 C 9.59934 14.03671 16.71831
53 C 13.56240 9.13309 10.78292
54 O 10.25765 12.58606 18.56306
55 O 25.81278 25.69809 16.34749
56 H 26.70204 23.76216 17.75320
57 H 17.80368 16.59725 14.44019
58 C 24.61548 9.36414 12.72090
59 C 18.74298 12.05285 5.72750
60 H 24.09964 15.66577 17.54620
61 H 22.90752 16.49379 9.01346
62 H 11.83374 20.02226 17.87635
63 H 12.92276 8.65323 11.52366
64 H 17.32453 17.42431 12.96381
65 H 11.34749 18.09478 7.19496
66 C 24.66554 17.79904 8.84077
67 H 15.86862 17.37553 22.94245
68 C 18.90283 18.50884 14.06150
69 C 17.30967 17.86465 21.27825
70 H 25.37433 16.09002 15.44305
71 H 9.94139 14.69714 15.92148
72 H 22.63860 9.28324 11.65993
73 H 18.14828 10.75443 4.12528
74 H 11.94153 21.90561 16.40674
75 H 8.80924 14.62558 17.18422
76 H 20.76683 24.29393 17.57379
77 H 13.95841 10.90486 11.93842
78 H 17.08350 23.98539 10.94603
79 H 17.09016 8.58769 18.24078
80 O 15.83681 9.80517 19.20032
81 H 11.87330 20.30459 15.69798
82 H 17.60792 25.33796 17.74932
83 H 16.99565 12.62311 5.78425
84 H 17.82105 25.46515 19.45992
85 H 22.77943 10.56286 12.86972
86 C 11.64657 19.79042 8.44991
87 C 18.56135 10.63272 5.12662
88 O 16.27305 17.95411 20.38146
89 C 9.98466 21.30786 15.56872
90 H 9.32080 19.13642 6.25671
91 H 11.06405 19.44440 9.30374
92 H 16.18980 9.67108 17.25659
93 C 26.66201 23.45737 16.70746
94 H 11.04801 12.14811 18.88727
95 H 24.94668 9.64191 13.72153
96 H 27.60990 25.02480 15.59198
97 H 15.89985 8.99582 19.71276
98 C 26.13369 15.54008 17.17735
99 H 12.66392 19.42018 8.57651
100 H 19.51952 10.14121 4.95803
101 O 24.40303 15.81102 10.27919
102 C 19.58809 25.69937 18.19796
103 H 24.80777 14.97471 10.03760
104 O 9.66495 19.43559 7.10149
105 O 17.65843 9.86979 5.90054
106 O 17.75992 12.89867 5.27283
107 H 19.72560 18.30728 14.74745
108 H 11.63343 13.58562 17.25444
109 H 18.91955 12.04668 6.80309
110 H 18.76815 10.42302 17.49554
111 H 17.81272 26.95550 18.44186
112 H 13.21735 8.89060 9.77782
113 H 10.83278 14.42652 18.52035
114 H 9.30071 21.88173 16.19402
115 H 24.85058 8.31643 12.53347
116 C 23.99399 16.41403 9.05007
117 O 14.96630 8.76007 10.83968
118 O 18.09499 19.37144 14.75621
119 H 17.63800 11.59737 17.97014
120 H 11.59520 19.59146 6.32734
121 H 24.17265 18.38564 8.06548
122 H 17.52838 18.90813 21.50500
123 H 12.27187 10.75986 11.33419
124 O 25.85420 16.51260 16.15910
125 H 17.24649 24.58652 9.36826
126 O 19.85185 24.34774 17.85930
127 H 18.63119 20.01527 15.22482
128 H 26.23097 14.51955 16.80703
129 C 10.66329 13.68274 17.74178

=====

no.,calculated total energy (Ha)
1,-7957.37703
2,-286.49716
3,-2395.96377